Molecular formula: C14H22F3N2O2
Method: DFT, ωB97M-V/def2-TZVPD

```
! wB97M-V def2-TZVPD RIJCOSX def2/J DEFGRID3
* xyz 1 1
F 3.7417 -1.1996 1.2579
F 3.7256 0.8625 2.0162
F 3.2268 0.4649 -0.0844
O -2.1787 -0.4816 7.0479
O -4.8007 -0.5928 6.2748
N -2.7233 -0.8975 4.1790
N -3.3922 0.2803 2.1732
C -0.3927 0.7276 2.5583
C -1.4653 -1.3099 4.9805
C -1.1635 -0.3099 6.0759
C -4.7262 -0.2124 1.8219
C -2.8971 1.1858 1.1395
C -3.9053 -1.8903 4.4900
C -0.3395 -1.5403 1.7051
C -5.1498 -1.2316 5.0589
C 0.9155 0.9196 2.1056
C 1.6175 -0.1592 1.5724
C 0.9970 -1.3791 1.3507
C -2.5065 -0.7214 2.7174
C 3.0715 -0.0084 1.1952
C -1.0430 -0.4917 2.3168
H -1.6735 -2.2960 5.4064
H -2.4076 2.0520 1.5946
H -0.9146 1.5676 3.0300
H -3.0347 0.0121 4.5366
H -3.5024 -2.5713 5.2468
H -1.1358 0.7223 5.6899
H -5.3464 -0.3448 2.7134
H -5.6059 -0.3280 6.7466
H -0.8493 -2.4853 1.4953
H -2.1042 0.1999 7.7371
H 1.5375 -2.2012 0.8812
H -2.1928 0.6984 0.4487
H -5.2176 0.5385 1.1910
H -5.6029 -0.4877 4.3863
H 1.3775 1.9015 2.1639
H -5.8805 -2.0382 5.2357
H -3.7568 1.5545 0.5731
H -2.8107 -1.6928 2.3073
H -4.6863 -1.1748 1.2756
H -4.1134 -2.4479 3.5660
H -0.6197 -1.4091 4.2950
H -0.1846 -0.5662 6.5051
*
```

Values from the calculation:
Kohn-Sham gap	10.03	eV
LUMO energy	-2.58	eV

From a Löwdin analysis of the wavefunction, the atomic charges in e read: number 1, F, carries 0.123; number 2, F, carries 0.128; number 3, F, carries 0.128; number 4, O, carries -0.057; number 5, O, carries -0.059; number 6, N, carries 0.027; number 7, N, carries -0.180; number 8, C, carries -0.032; number 9, C, carries -0.060; number 10, C, carries -0.222; number 11, C, carries -0.057; number 12, C, carries -0.060; number 13, C, carries -0.042; number 14, C, carries -0.005; number 15, C, carries -0.230; number 16, C, carries 0.029; number 17, C, carries -0.106; number 18, C, carries 0.017; number 19, C, carries -0.251; number 20, C, carries -0.512; number 21, C, carries -0.207; number 22, H, carries 0.134; number 23, H, carries 0.083; number 24, H, carries 0.125; number 25, H, carries 0.173; number 26, H, carries 0.129; number 27, H, carries 0.130; number 28, H, carries 0.052; number 29, H, carries 0.114; number 30, H, carries 0.129; number 31, H, carries 0.116; number 32, H, carries 0.137; number 33, H, carries 0.105; number 34, H, carries 0.094; number 35, H, carries 0.102; number 36, H, carries 0.136; number 37, H, carries 0.143; number 38, H, carries 0.089; number 39, H, carries 0.139; number 40, H, carries 0.108; number 41, H, carries 0.132; number 42, H, carries 0.121; number 43, H, carries 0.137